1.
Formula: CH2FPS
Source: the Open Molecules 2025 dataset
Level of theory: wB97M-V/def2-TZVPD

As for the HOMO-LUMO gap: 10.1 eV. The energy above the lowest of the compared OMol25 structures with the same formula, charge and spin is 51.8 kcal per mole.

```
6
Properties=species:S:1:pos:R:3:forces:R:3:lowdin_charge:R:1
C -2.867199 0.635084 0.020125 0.0 0.1 0.0 -0.595
F 1.563768 1.330630 -0.399564 -0.2 0.1 0.4 -0.469
P 1.056359 0.100613 0.541942 0.4 0.6 -0.6 0.745
S -2.607463 -0.859416 -0.093177 0.0 -0.1 0.0 0.584
H 2.293932 -0.565203 0.476027 0.1 -0.3 0.2 -0.125
H 0.560601 -0.641707 -0.545352 -0.2 -0.4 0.0 -0.140
```
Positions in Å, forces in eV/Å.


2.
Formula: C21H23N5O7RuS
Source: the Open Molecules 2025 dataset
Level of theory: wB97M-V/def2-TZVPD

As for the HOMO-LUMO gap (spin up / spin down): 7.0 / 7.2 eV. As for the spin multiplicity: 2. As for the total charge: +1. The expectation value of S² is 0.904. The energy above the lowest of the compared OMol25 structures with the same formula, charge and spin is 56.2 kcal per mole.

```
58
Properties=species:S:1:pos:R:3:forces:R:3:lowdin_charge:R:1
Ru 1.061394 -1.422089 1.717542 2.5 1.1 -2.1 1.386
C 0.956417 0.099235 4.897067 0.2 -0.4 0.0 -0.044
C 1.775170 -1.022226 4.885403 -0.1 0.0 0.1 -0.067
C 1.331582 -2.208803 4.306053 0.0 0.1 0.3 -0.094
C 0.051275 -2.278051 3.726095 0.1 -0.2 -0.5 -0.195
C -0.755598 -1.125996 3.706551 0.0 0.2 0.5 -0.129
C -0.303068 0.046871 4.311611 -0.2 -0.2 -0.3 -0.080
H 1.285533 1.006689 5.380653 0.1 0.0 0.0 0.124
H 2.747710 -0.989817 5.352166 0.1 0.0 -0.1 0.126
H 1.935237 -3.106171 4.376333 0.0 0.1 -0.2 0.126
H -0.360650 -3.245552 3.441539 0.1 0.2 -0.1 0.120
H -1.774100 -1.185210 3.338645 0.1 0.0 -0.1 0.116
H -0.964751 0.897067 4.386000 0.0 0.1 -0.1 0.113
O 4.916493 0.364526 1.932658 -0.3 0.0 0.5 0.117
C 3.795955 0.042705 1.622743 1.3 0.2 -3.3 -0.596
O 2.809002 -0.244024 2.354310 -3.1 -1.8 2.0 -0.110
C 3.444969 -0.030913 0.100675 0.9 0.3 1.2 -0.172
C 4.380804 0.345355 -0.848574 -0.5 -0.1 -0.2 0.026
C 4.015664 0.222493 -2.182208 0.1 0.0 0.1 -0.022
C 2.761864 -0.274375 -2.503694 -0.1 0.0 0.2 -0.027
C 1.887243 -0.614824 -1.480325 -0.1 0.0 -0.5 -0.117
N 2.236489 -0.476939 -0.208033 -1.1 -1.2 1.4 0.058
H 5.348716 0.701790 -0.527581 0.0 0.0 0.1 0.130
H 4.709628 0.503679 -2.959113 0.1 0.0 -0.1 0.118
H 2.457070 -0.397135 -3.531566 -0.1 0.0 0.0 0.116
H 0.892373 -0.980285 -1.694252 0.1 0.0 0.0 0.096
C -0.454156 3.278236 -3.918517 0.2 0.1 0.1 -0.113
C -1.421244 2.183933 -4.303394 -0.1 -0.2 0.7 -0.264
S -1.763858 1.145239 -2.858696 -0.2 0.3 -0.1 0.707
O -2.405339 -0.067577 -3.280812 -0.4 0.1 -0.5 -0.278
O -0.559776 0.983264 -2.072133 0.1 0.4 -0.1 -0.316
C -2.967093 2.062028 -1.804892 0.7 -0.3 -0.6 -0.160
C -3.599129 1.080624 -0.820233 -0.5 0.3 -0.3 -0.116
N -2.647873 0.094610 -0.350132 0.2 -0.6 0.3 0.035
C -1.599407 0.319592 0.467160 0.1 0.0 0.5 -0.335
N -0.857212 -0.772778 0.588545 0.8 -0.8 0.4 0.024
C -1.407929 -1.726649 -0.210519 -0.9 -0.2 -0.8 -0.031
C -2.520898 -1.199043 -0.810453 1.1 -0.3 0.8 -0.147
N -3.412571 -1.864779 -1.718241 0.1 -0.2 0.4 -0.362
O -2.955062 -2.812239 -2.296933 0.1 -0.4 -0.2 0.141
O -4.552021 -1.461609 -1.775218 -0.5 0.1 -0.2 0.101
C -1.304935 1.613528 1.120937 0.1 0.1 -0.1 0.031
H -0.056966 3.772223 -4.801527 0.0 0.0 0.0 0.089
H 0.366399 2.833723 -3.359821 0.2 0.1 0.0 0.070
H -0.932696 4.026938 -3.291706 0.0 0.1 0.0 0.080
H -1.014205 1.502081 -5.048438 0.0 -0.2 0.1 0.112
H -2.381732 2.549228 -4.653584 -0.2 0.0 -0.1 0.105
H -3.731817 2.471236 -2.458293 -0.1 0.1 0.0 0.114
H -2.409914 2.859121 -1.320954 0.0 0.1 0.0 0.095
H -4.405422 0.532464 -1.316436 0.2 0.2 0.3 0.121
H -4.014131 1.616639 0.039531 0.1 -0.1 -0.2 0.143
H -1.012338 -2.725428 -0.303448 0.0 0.0 0.0 0.127
H -2.195821 2.039580 1.582407 0.0 0.0 0.1 0.100
H -0.931017 2.315103 0.375403 0.1 0.1 0.0 0.091
H -0.523628 1.473866 1.870923 -0.2 0.1 -0.1 0.075
O 3.008606 -5.182459 0.701631 0.5 -0.9 -0.2 0.152
C 2.361172 -4.252505 0.942279 -0.1 0.9 0.1 -0.488
N 1.659590 -3.316189 1.184866 -1.5 2.5 0.6 -0.020
```
Positions in Å, forces in eV/Å.


3.
Formula: C22H23ClO2PPb
Source: the Open Molecules 2025 dataset
Level of theory: wB97M-V/def2-TZVPD

As for the HOMO-LUMO gap (spin up / spin down): 4.9 / 4.3 eV. As for the total charge: +3. The energy above the lowest of the compared OMol25 structures with the same formula, charge and spin is 0.0 kcal per mole.

```
50
Properties=species:S:1:pos:R:3:forces:R:3:lowdin_charge:R:1
Pb -1.273765 -0.934799 2.383330 -0.1 -0.3 0.2 1.063
Cl -0.921081 -3.309307 1.932412 0.1 0.5 0.1 -0.127
C 3.116630 -1.153637 1.664557 2.0 -1.8 1.2 0.015
O 3.921431 -1.836635 2.108652 -2.1 1.8 -1.2 0.058
P -0.140706 0.053352 -0.812336 -0.5 -0.5 -1.9 1.124
C 0.473330 1.637517 -1.566951 0.5 -0.4 0.5 -0.260
C 0.927304 -1.230654 -1.539301 -0.1 0.8 0.5 -0.309
C -1.750823 -0.238887 -1.625448 -0.5 0.3 0.6 -0.395
C 0.391279 -2.504442 -1.833068 0.0 -1.3 -0.4 -0.031
C 1.203071 -3.491246 -2.392588 -1.5 0.4 0.4 0.022
C 2.559916 -3.230806 -2.612048 0.0 -0.6 -0.1 0.061
C 3.116682 -1.995091 -2.254245 0.0 1.5 0.6 0.015
C 2.308093 -1.005438 -1.707266 1.4 -0.4 -0.5 -0.060
H -0.668257 -2.684440 -1.649981 0.3 -0.1 0.0 0.123
H 0.766694 -4.464933 -2.637229 0.2 0.4 0.0 0.146
H 3.189601 -4.014233 -3.028002 0.0 0.1 0.1 0.150
H 4.186985 -1.821570 -2.382854 -0.4 0.0 0.0 0.144
H 2.747256 -0.045651 -1.435490 -0.1 -0.3 0.0 0.115
C 1.337134 2.423354 -0.764354 0.8 1.4 0.4 -0.052
C 1.815359 3.652843 -1.211698 0.1 -1.4 1.7 0.024
C 1.476355 4.093743 -2.492669 0.2 0.8 -0.1 0.079
C 0.648527 3.321450 -3.315537 -1.2 -1.9 -0.5 0.045
C 0.142591 2.100027 -2.850528 -0.4 1.1 -1.5 0.004
H 1.607215 2.056275 0.226523 0.0 0.2 -0.2 0.115
H 2.444571 4.257201 -0.556023 -0.1 -0.2 -0.3 0.146
H 1.837497 5.056461 -2.836986 0.0 0.0 -0.1 0.155
H 0.400136 3.672665 -4.320703 0.1 -0.2 0.3 0.150
H -0.507009 1.508691 -3.503736 0.2 0.3 0.3 0.116
C -1.911699 -0.556086 -2.983374 -0.4 -0.1 -0.3 -0.099
C -3.193835 -0.749170 -3.519784 0.3 0.2 0.4 -0.017
C -4.313948 -0.670903 -2.684004 0.1 -0.1 0.3 -0.006
C -4.169302 -0.397814 -1.313648 0.1 0.1 -0.1 -0.027
C -2.900460 -0.128292 -0.804739 0.3 -0.1 -0.1 -0.124
H -1.046636 -0.643660 -3.637459 -0.1 -0.1 0.1 0.115
H -3.317639 -0.961915 -4.584959 0.1 0.1 0.4 0.133
H -5.310768 -0.837643 -3.095797 0.3 0.0 0.1 0.135
H -5.042352 -0.380598 -0.650212 0.4 0.1 -0.4 0.133
H -2.769332 0.188216 0.238589 -0.3 -0.2 -0.4 0.025
H -0.625544 3.199540 1.809437 -0.6 -0.3 0.0 0.034
H -1.318784 2.883867 1.773893 0.6 0.3 0.0 0.026
C -1.014220 0.619942 6.104522 -0.4 0.1 0.7 0.017
C 0.037161 -0.198001 5.460795 0.2 -0.4 -1.6 -0.408
C 1.123253 -0.722809 6.288819 0.2 -0.1 0.8 0.023
O 0.067847 -0.477981 4.223840 -0.5 0.2 1.0 -0.276
H -0.882354 0.580887 7.190632 -0.1 0.1 -0.3 0.103
H -2.032414 0.279151 5.895113 0.1 -0.1 -0.2 0.108
H -0.959837 1.676289 5.824771 0.2 -0.1 -0.2 0.120
H 1.255552 -1.794771 6.119567 -0.1 0.1 0.0 0.122
H 2.076171 -0.259462 6.020809 0.0 0.1 0.0 0.124
H 0.893124 -0.520598 7.336759 0.4 -0.2 -0.1 0.103
```
Positions in Å, forces in eV/Å.


4.
Formula: CH4O2
Source: the Open Molecules 2025 dataset
Level of theory: wB97M-V/def2-TZVPD

As for the HOMO-LUMO gap: 9.3 eV. The energy above the lowest of the compared OMol25 structures with the same formula, charge and spin is 57.8 kcal per mole.

```
7
Properties=species:S:1:pos:R:3:forces:R:3:lowdin_charge:R:1
C -1.287595 0.417752 0.505055 1.2 -0.9 -1.5 -0.002
O -0.975317 -0.551665 -0.372688 0.5 2.4 0.8 -0.117
O 1.601274 -0.283597 -0.213738 0.0 0.0 -2.4 -0.020
H 1.630452 -0.348470 0.722695 -0.1 0.7 1.3 0.054
H -2.353058 0.615636 0.361912 -0.7 -0.5 0.2 -0.016
H 0.053397 -0.440760 -0.451598 -1.6 -1.5 0.5 0.021
H 1.330847 0.591103 -0.551638 0.7 -0.1 1.0 0.080
```
Positions in Å, forces in eV/Å.


Number 1: energy -878.62085 Ha. Number 2: energy -2107.20108 Ha. Number 3: energy -1995.86467 Ha. Number 4: energy -190.85834 Ha.